Record 1
Molecular formula: C36H48AsBFGeN2SiSr
Method: DFT, wB97M-V/def2-TZVPD

## Properties
Charge ... +1
LUMO level ... -3.28 eV
Orbital gap ... 6.45 eV
Energy ... -170547.8340 eV

Each line ends with the Mulliken charge.
Positions of all 92 atoms, in Å:
Sr1 14.712 14.447 7.974  1.264
C1 19.268 15.099 6.803  -1.085
Si1 18.300 15.107 8.388  -0.129
C2 19.365 14.998 9.912  -1.025
C3 17.350 16.726 8.459  -0.825
N1 17.012 13.937 8.375  -0.532
C4 17.261 12.583 8.318  0.499
C5 18.551 11.942 8.284  0.076
C6 18.677 10.556 8.203  -1.071
C7 17.553 9.726 8.102  -0.673
C8 16.261 10.253 8.139  -0.853
C9 16.154 11.630 8.263  1.061
F1 14.790 12.114 8.326  -0.370
H1 19.730 16.072 6.685  0.380
H2 18.612 14.946 5.945  0.301
H3 20.043 14.339 6.725  0.366
H4 19.957 15.907 9.986  0.374
H5 20.056 14.161 9.948  0.361
H6 18.739 14.944 10.798  0.292
H7 18.070 17.527 8.625  0.418
H8 16.621 16.765 9.277  0.104
H9 16.850 16.934 7.500  0.105
H10 19.447 12.544 8.357  0.241
H11 19.667 10.099 8.200  0.375
H12 17.696 8.654 7.996  0.380
H13 15.362 9.641 8.104  0.181
B1 9.879 15.572 8.222  0.178
C10 11.092 14.522 8.131  0.219
N2 11.817 13.528 8.043  -0.501
H14 9.947 16.259 9.255  -0.027
H15 8.678 15.281 8.231  -0.063
H16 9.901 16.343 7.254  -0.081
C11 13.305 8.146 9.634  -1.622
C12 12.193 9.002 9.026  0.310
C13 12.593 9.774 7.744  0.482
C14 11.430 10.580 7.159  -1.014
Ge1 10.521 11.937 8.216  -0.019
C15 10.165 11.993 10.123  -0.969
C16 8.816 11.363 10.512  -0.853
C17 8.773 9.842 10.174  0.273
C18 7.403 9.196 10.380  -1.543
H17 12.959 7.645 10.536  0.423
H18 14.158 8.751 9.907  0.364
H19 13.641 7.384 8.933  0.361
H20 11.856 9.710 9.772  -0.194
H21 11.363 8.353 8.763  0.385
H22 12.928 9.038 7.000  0.552
H23 13.423 10.447 7.964  -0.714
H24 10.635 9.903 6.882  0.492
H25 11.717 11.107 6.243  0.464
H26 9.117 11.976 7.559  0.068
H27 10.215 13.069 10.326  0.571
H28 10.991 11.520 10.638  0.542
H29 8.015 11.872 9.977  0.340
H30 8.625 11.496 11.576  0.456
H31 9.538 9.321 10.773  0.247
H32 9.049 9.684 9.119  0.039
H33 7.099 9.319 11.406  0.367
H34 7.427 8.129 10.151  0.400
H35 6.671 9.678 9.740  0.355
C19 16.304 21.294 7.886  -0.578
C20 15.793 20.826 9.101  -0.633
C21 15.102 19.618 9.171  -0.119
C22 14.881 18.889 7.998  0.566
C23 15.417 19.330 6.779  -0.212
C24 16.119 20.527 6.722  -0.734
As1 13.850 17.228 7.974  0.305
C25 12.904 17.492 9.664  0.579
C26 13.283 16.986 10.905  -0.690
C27 12.504 17.274 12.018  -0.729
C28 11.313 18.033 11.877  -0.795
C29 10.927 18.505 10.636  -0.294
C30 11.710 18.219 9.497  1.142
C31 11.385 18.570 8.101  0.267
C32 10.222 19.224 7.676  -0.855
C33 10.002 19.373 6.317  -0.721
C34 10.908 18.847 5.372  -0.705
C35 12.060 18.204 5.786  -0.643
C36 12.317 18.105 7.153  -0.017
H36 16.844 22.232 7.864  0.411
H37 15.920 21.395 10.002  0.447
H38 14.717 19.255 10.120  0.379
H39 15.209 18.753 5.886  0.362
H40 16.508 20.885 5.768  0.420
H41 14.201 16.398 10.977  0.422
H42 12.833 16.899 12.988  0.443
H43 10.747 18.259 12.777  0.408
H44 10.012 19.079 10.504  0.391
H45 9.507 19.558 8.409  0.407
H46 9.112 19.885 5.972  0.417
H47 10.720 18.977 4.315  0.443
H48 12.784 17.824 5.058  0.411

Record 2
Molecular formula: C36H48N4O3PRb
Method: DFT, wB97M-V/def2-TZVPD

## Properties
Energy above the lowest of the compared OMol25 structures with the same formula, charge and spin ... 8.3 kcal/mol
LUMO level ... 0.09 eV
Orbital gap ... 6.55 eV
Energy ... -60159.2862 eV

Each line ends with the Mulliken charge.
Positions of all 93 atoms, in Å:
Rb1 -1.103 0.361 0.371  1.036
C1 -8.384 1.648 0.938  -0.740
O1 -8.337 0.797 -0.185  -0.457
C2 -7.117 0.302 -0.541  1.265
C3 -7.128 -0.539 -1.671  -1.146
C4 -5.944 -1.074 -2.093  -0.422
C5 -4.702 -0.824 -1.467  -0.135
C6 -3.488 -1.407 -1.997  0.347
C7 -3.532 -2.438 -3.126  -1.074
O2 -2.349 -1.160 -1.587  -0.255
C8 -4.692 0.030 -0.291  -0.390
O3 -3.658 0.308 0.377  -0.711
C9 -5.956 0.575 0.122  -0.128
H1 -9.427 1.934 1.055  0.237
H2 -7.776 2.546 0.785  0.262
H3 -8.040 1.136 1.842  0.327
H4 -8.063 -0.738 -2.174  0.411
H5 -5.974 -1.713 -2.963  0.180
H6 -4.445 -2.502 -3.707  0.446
H7 -3.351 -3.417 -2.674  0.223
H8 -2.697 -2.227 -3.793  0.205
H9 -5.932 1.195 1.009  0.380
C10 2.300 2.884 3.765  -0.957
C11 1.574 2.078 2.877  -0.383
N1 0.379 2.374 2.426  -0.070
C12 -0.186 3.524 2.833  -0.022
C13 0.450 4.403 3.732  1.196
C14 1.728 4.055 4.196  -0.682
C15 -0.211 5.603 4.153  -1.030
C16 -1.447 5.903 3.704  -0.906
C17 -2.125 5.043 2.783  1.283
C18 -3.412 5.331 2.295  -0.713
C19 -4.002 4.463 1.415  -0.804
C20 -3.292 3.318 1.017  -0.350
N2 -2.081 3.034 1.445  -0.028
C21 -1.504 3.865 2.329  -0.178
H10 3.280 2.575 4.102  0.391
H11 1.999 1.142 2.523  0.779
H12 2.244 4.709 4.889  0.413
H13 0.305 6.255 4.847  0.370
H14 -1.949 6.806 4.029  0.371
H15 -3.919 6.231 2.621  0.411
H16 -4.993 4.640 1.020  0.426
H17 -3.733 2.592 0.342  0.529
N3 2.023 1.314 -0.463  -0.446
C22 3.148 1.104 -0.292  0.165
N4 4.421 0.834 -0.074  0.270
C23 5.249 0.365 -1.186  -0.268
C24 6.328 -0.614 -0.679  -0.727
C25 6.224 -0.815 0.829  -0.329
C26 6.273 0.543 1.521  -0.742
C27 5.077 1.414 1.095  -0.107
H18 5.699 1.221 -1.702  0.483
H19 4.576 -0.121 -1.892  -0.150
H20 7.318 -0.215 -0.909  0.366
H21 6.241 -1.566 -1.203  0.404
H22 7.046 -1.444 1.176  0.396
H23 5.296 -1.335 1.082  -0.061
H24 7.209 1.040 1.256  0.328
H25 6.277 0.433 2.606  0.407
H26 5.394 2.443 0.885  0.373
H27 4.328 1.460 1.883  -0.261
C28 0.785 -4.894 -1.805  -1.696
C29 0.028 -3.620 -1.434  1.280
C30 -1.000 -3.916 -0.340  -1.619
P1 0.968 -2.078 -0.977  0.232
C31 1.534 -1.350 -2.598  1.850
C32 1.868 -2.310 -3.741  -1.695
C33 0.524 -0.321 -3.105  -1.192
C34 2.586 -2.562 -0.173  2.049
C35 2.316 -3.323 1.125  -1.843
C36 3.678 -3.254 -0.987  -1.498
H28 0.081 -5.658 -2.144  0.489
H29 1.309 -5.307 -0.941  0.261
H30 1.515 -4.740 -2.598  0.282
H31 -0.540 -3.282 -2.310  0.059
H32 -0.519 -4.211 0.596  0.321
H33 -1.647 -4.742 -0.646  0.450
H34 -1.626 -3.045 -0.148  0.247
H35 2.443 -0.807 -2.311  -0.988
H36 0.983 -2.872 -4.044  0.307
H37 2.648 -3.027 -3.492  0.311
H38 2.201 -1.744 -4.615  0.476
H39 -0.425 -0.795 -3.367  0.098
H40 0.924 0.165 -3.999  0.494
H41 0.289 0.463 -2.382  0.164
H42 2.976 -1.577 0.115  -1.002
H43 1.974 -4.340 0.928  0.286
H44 1.553 -2.831 1.733  0.418
H45 3.231 -3.398 1.720  0.463
H46 3.358 -4.231 -1.348  0.338
H47 4.564 -3.413 -0.365  0.457
H48 3.984 -2.663 -1.852  0.196

- Which of these has the highest energy?
  C36H48N4O3PRb